(1)
C27H49B3N2O5 | wB97M-V/def2-TZVPD

Positions of all 86 atoms, in Å:
1 H -5.117 -0.012 -1.268
2 C 2.898 -7.912 -1.587
3 H 0.340 9.888 3.234
4 C 0.513 7.508 3.776
5 C 4.756 -6.991 -0.152
6 H 2.054 -8.983 0.599
7 H 0.246 8.841 -0.306
8 N 2.402 -6.157 0.114
9 H -1.809 9.423 0.406
10 C 2.236 -6.920 1.388
11 H 3.420 -7.905 2.900
12 H -3.530 6.400 -0.392
13 H -3.233 8.889 1.306
14 H -0.198 9.942 1.580
15 H -3.830 6.402 1.342
16 C 3.430 -6.660 -0.846
17 H 1.196 7.460 -0.797
18 H 1.811 -7.895 -1.663
19 H 4.294 -8.871 0.827
20 H -5.554 -0.003 -2.999
21 H -0.566 5.898 -0.268
22 C 3.705 -5.640 -1.952
23 O -2.751 0.557 -3.751
24 C -0.834 6.960 -0.286
25 C -0.341 9.418 2.525
26 H 3.281 -7.960 -2.606
27 H -2.734 5.218 0.620
28 C -0.438 -2.697 -1.230
29 H -0.221 -3.610 -3.118
30 H 3.193 -8.847 -1.111
31 C -1.234 -2.017 -0.339
32 C -4.761 -0.242 -2.276
33 H -2.506 -3.018 -3.838
34 C -4.425 -1.753 -2.391
35 C -1.077 1.811 -0.036
36 O -1.205 5.920 2.481
37 C 4.592 -7.855 1.097
38 H -0.206 7.674 4.580
39 H -0.003 1.595 -0.039
40 H 5.557 -7.946 1.600
41 H -1.240 7.156 -1.281
42 H 1.823 8.286 1.483
43 B -3.503 0.661 -2.585
44 H -0.891 -1.697 0.639
45 H -0.616 -0.139 -4.053
46 H 0.577 -2.914 -0.904
47 H -1.529 1.178 0.736
48 H 4.174 -4.732 -1.574
49 H 0.830 6.466 3.809
50 H 1.831 -5.251 2.746
51 B -1.391 0.562 -3.487
52 H 0.556 -8.047 0.565
53 H 1.352 6.601 1.446
54 C -0.080 7.896 2.420
55 H 4.388 -6.064 -2.688
56 C -2.536 8.622 0.510
57 H 1.145 -6.782 3.247
58 O -0.854 1.435 -2.545
59 H 1.184 -8.694 2.075
60 B -1.724 1.585 -1.466
61 C 0.434 7.787 -0.086
62 C -1.905 7.239 0.771
63 H -3.231 -1.198 -0.074
64 C 1.471 -8.234 1.129
65 H -1.161 2.864 0.268
66 C -0.895 -3.065 -2.465
67 C -3.008 -2.079 -1.959
68 C -3.060 6.256 0.581
69 H -3.098 8.608 -0.425
70 H 5.418 -7.497 -0.859
71 H -1.351 9.625 2.879
72 C 3.578 -7.232 2.054
73 H 1.395 8.113 3.982
74 H -5.136 -2.319 -1.776
75 C 0.969 7.620 1.336
76 C -2.181 -2.739 -2.840
77 H 2.783 -5.363 -2.468
78 H 4.007 -6.314 2.468
79 O -3.105 1.572 -1.602
80 C -2.528 -1.730 -0.715
81 O 2.678 -4.920 0.408
82 N -1.361 7.172 2.160
83 C 1.354 -6.158 2.378
84 H 5.263 -6.063 0.131
85 H 0.400 -5.884 1.924
86 H -4.582 -2.097 -3.417

The HOMO-LUMO gap (spin up / spin down) is 9.222 / 9.328 eV. Its spin multiplicity is 3.


(2)
C15H8Cl5F3O5W | wB97M-V/def2-TZVPD

Positions of all 37 atoms, in Å:
1 C 0.880 -2.015 -1.406
2 C 1.654 -1.618 1.227
3 C 1.246 -1.684 -3.813
4 H -1.739 2.017 2.701
5 C -2.715 0.226 1.827
6 H -2.764 -1.997 2.001
7 O 0.140 0.488 0.431
8 O -0.858 -1.112 2.230
9 O -0.639 2.604 0.395
10 H -3.362 -0.645 4.312
11 Cl 0.920 -0.802 -5.225
12 C -2.408 -1.053 3.983
13 H -2.298 -2.047 4.407
14 F 1.722 -2.087 2.402
15 C -1.451 1.121 2.156
16 C -1.203 -0.145 4.335
17 C -2.340 -1.114 2.472
18 F -0.651 -3.002 0.633
19 Cl 2.829 -3.284 -5.249
20 C 2.375 -3.508 -2.612
21 C 2.107 -2.798 -3.809
22 H -3.615 0.665 2.255
23 C 1.775 -3.106 -1.432
24 C -0.667 1.570 0.938
25 C -0.598 0.149 2.973
26 F 2.751 -1.083 0.895
27 W -0.326 -1.280 0.077
28 Cl -0.398 0.020 -2.478
29 H 0.469 0.352 2.966
30 H -0.486 -0.661 4.969
31 O -2.095 -0.912 -0.230
32 C 0.674 -1.330 -2.611
33 Cl 2.142 -3.942 0.027
34 O -3.715 0.666 -0.348
35 H -1.490 0.779 4.835
36 C -2.978 0.084 0.345
37 Cl 3.438 -4.835 -2.635

The HOMO-LUMO gap is 6.201 eV. As for the net charge: +2.


(3)
C12H26Al2B3Br2Cl2F4O8S2 | wB97M-V/def2-TZVPD

Positions of all 61 atoms, in Å:
1 B 4.754 -2.370 0.895
2 C -2.654 1.498 1.796
3 H -4.780 6.980 -2.679
4 O -6.287 4.202 -5.573
5 C -3.356 2.841 1.723
6 H -1.795 -0.916 0.320
7 H -6.288 6.046 -2.722
8 Br -5.396 6.123 -0.420
9 C -0.332 -2.067 1.454
10 F 11.261 -2.482 1.632
11 O 2.728 -0.722 1.013
12 H 1.373 -2.578 -1.367
13 H 6.296 -6.363 2.463
14 B 2.870 -1.608 -0.064
15 H -1.175 -2.322 -0.563
16 H -5.307 2.053 1.201
17 H -1.591 1.590 2.023
18 Al 9.610 -2.682 1.165
19 F 8.590 -2.610 2.569
20 H -3.693 3.184 2.684
21 H -3.118 0.851 2.549
22 Br -2.607 4.997 -2.542
23 H 3.989 0.070 2.757
24 Cl -5.800 2.978 2.897
25 C 5.298 -5.922 2.649
26 C -3.777 1.609 -0.239
27 O -2.811 0.881 0.514
28 H 4.878 -3.317 2.859
29 H -4.882 3.457 0.236
30 S -6.275 2.979 -6.377
31 F 9.407 -4.215 0.394
32 H -3.239 2.157 -1.021
33 H 2.162 -1.183 -2.200
34 O 3.868 -2.563 -0.189
35 C -0.864 -1.482 0.103
36 Cl 5.908 -5.495 0.010
37 O 5.104 -1.020 1.169
38 H 6.429 -3.347 1.993
39 F 9.166 -1.422 0.069
40 O -7.572 2.312 -6.253
41 C -4.492 2.561 0.726
42 B 3.927 -0.492 1.716
43 S 0.371 -0.433 -0.714
44 O -5.202 2.106 -5.893
45 C -4.527 4.821 -2.813
46 H -2.678 3.594 1.309
47 H -1.097 -2.730 1.914
48 H -4.839 3.923 -2.285
49 H 5.385 -5.278 3.551
50 H -0.106 -1.253 2.169
51 H -4.651 4.670 -3.883
52 C -5.260 6.058 -2.363
53 C 1.746 -1.539 -1.239
54 H 0.583 -2.679 1.299
55 H 3.834 -5.028 1.228
56 O -6.032 3.284 -7.787
57 Al -7.318 2.516 0.827
58 C 4.920 -4.962 1.444
59 H 4.492 -6.674 2.740
60 H -4.471 0.911 -0.716
61 C 5.325 -3.497 1.845

The HOMO-LUMO gap is 1.516 eV. As for the net charge: -1.


(4)
C4H13N2S | wB97M-V/def2-TZVPD

Positions of all 20 atoms, in Å:
1 H -0.088 1.196 1.861
2 N -0.318 2.193 0.130
3 H -1.379 -0.655 1.070
4 H -1.584 0.055 -0.463
5 C -0.924 -0.549 0.159
6 C 0.329 2.818 -0.990
7 H -0.434 3.403 -1.514
8 H -1.846 -2.792 -0.082
9 H 1.309 -1.314 1.880
10 H 1.137 -2.056 0.463
11 N 1.388 -1.132 0.853
12 H 0.957 -0.006 -0.761
13 C 0.499 -0.086 0.212
14 H 2.308 -0.912 0.798
15 H 0.784 2.048 -1.663
16 S -0.818 -2.191 -0.723
17 C 0.506 1.258 0.953
18 H 1.172 3.494 -0.606
19 H -0.886 2.893 0.660
20 H 1.683 1.639 1.039

The HOMO-LUMO gap is 9.197 eV. As for the net charge: +1. Its SMILES is CNC[C@@H]([NH3+])CS.


(5)
C3H3N2 | wB97M-V/def2-TZVPD

Positions of all 8 atoms, in Å:
1 C 0.183 0.109 -0.537
2 C -2.189 0.113 0.223
3 C 0.922 1.387 0.104
4 H -1.621 -0.914 0.732
5 H 0.296 -0.316 -1.467
6 N 1.359 0.227 0.295
7 N -1.031 -0.181 0.019
8 H 2.083 -0.425 0.632

The HOMO-LUMO gap (spin up / spin down) is 5.793 / 6.823 eV. As for the net charge: +1. Its spin multiplicity is 3.


(6)
C4H16BO16 | wB97M-V/def2-TZVPD

Positions of all 37 atoms, in Å:
1 O 6.720 0.912 14.192
2 H 1.072 9.392 18.835
3 H -3.250 -6.148 22.101
4 O -3.078 -5.297 21.699
5 O 0.545 2.278 23.003
6 O 0.131 -2.749 19.307
7 H -2.078 -6.466 18.256
8 O 1.569 9.003 18.115
9 H 0.774 2.144 22.084
10 O 4.276 -4.736 19.349
11 H -3.306 0.365 12.717
12 H -2.144 -5.314 21.491
13 C 0.917 2.408 17.703
14 C 1.731 1.819 16.526
15 O -0.851 -0.487 16.752
16 H -0.411 2.252 23.019
17 O 0.904 -0.700 18.278
18 B 0.325 0.206 17.340
19 H 6.361 1.506 14.852
20 H 4.402 -5.442 19.983
21 C -1.119 -1.587 17.459
22 H -2.922 0.177 14.170
23 H -0.056 5.189 11.553
24 H 3.337 -4.554 19.375
25 H 1.206 8.122 18.021
26 O -2.069 -2.343 17.238
27 O 0.015 1.490 18.083
28 O 1.367 0.641 16.350
29 C 0.040 -1.815 18.446
30 O 2.582 2.471 15.759
31 H 1.188 4.749 12.295
32 H 6.009 0.300 14.008
33 O 0.305 4.462 12.060
34 O -1.473 -7.184 18.069
35 O -3.471 0.710 13.594
36 O 1.151 3.566 18.195
37 H -0.806 -6.794 17.505

The HOMO-LUMO gap is 9.527 eV. As for the net charge: -1.


(7)
C4H12N4O | wB97M-V/def2-TZVPD

Positions of all 21 atoms, in Å:
1 C -1.731 0.276 -1.650
2 H 1.002 -0.275 -1.565
3 H 2.055 0.729 -0.582
4 H -1.095 1.183 -1.635
5 H -0.996 -1.677 -0.896
6 H -1.005 2.331 -0.099
7 C 0.134 0.891 0.645
8 H 2.221 -0.974 1.001
9 C -1.204 -0.642 -0.630
10 N 0.787 0.714 1.888
11 H 0.034 -1.720 1.092
12 N -0.065 2.106 0.216
13 C 1.286 -0.046 -0.538
14 H -1.791 -0.212 -2.622
15 H -2.729 0.624 -1.364
16 H 2.327 -1.826 -0.393
17 H 0.732 1.580 2.406
18 H 0.389 -0.050 2.425
19 N 1.701 -1.261 0.175
20 N -1.203 -0.298 0.676
21 O -0.849 -1.453 1.448

The HOMO-LUMO gap (spin up / spin down) is 6.396 / 6.396 eV.


(8)
C2H6CsO | wB97M-V/def2-TZVPD

Positions of all 10 atoms, in Å:
1 H -0.391 -1.324 1.528
2 H 1.214 0.667 -1.302
3 O -0.768 -0.527 1.147
4 C 0.269 0.299 0.621
5 H -0.161 1.304 0.591
6 C 0.667 -0.125 -0.792
7 H 1.259 -1.038 -0.786
8 Cs -2.972 0.725 -0.927
9 H -0.249 -0.312 -1.364
10 H 1.133 0.332 1.284

The HOMO-LUMO gap is 10.693 eV. As for the net charge: +1.


(9)
C4H7N3 | wB97M-V/def2-TZVPD

Positions of all 14 atoms, in Å:
1 H 1.039 -2.045 -1.193
2 C -0.788 0.879 1.782
3 H -1.072 1.240 2.763
4 H 1.297 0.929 1.963
5 H -2.610 0.770 0.564
6 H -1.343 -0.154 -2.130
7 C 1.422 -1.038 -1.304
8 N 0.614 0.187 0.194
9 H 2.338 -0.842 -0.756
10 N 0.499 0.487 1.533
11 C -0.622 0.131 -0.307
12 H 1.458 -0.676 -2.323
13 N -0.693 -0.544 -1.448
14 C -1.539 0.676 0.662

The HOMO-LUMO gap (spin up / spin down) is 8.037 / 8.038 eV.


(10)
C5H10O | wB97M-V/def2-TZVPD

Positions of all 16 atoms, in Å:
1 H -2.356 -0.796 0.947
2 H 0.502 1.935 1.448
3 C -2.618 -0.238 0.051
4 C 0.704 0.329 0.643
5 H 3.166 -0.076 0.231
6 O 1.188 -0.299 -0.444
7 C -1.967 -0.413 -1.092
8 H 0.969 -0.125 1.603
9 H -3.417 0.493 0.155
10 C -0.028 1.434 0.647
11 H -1.134 -1.107 -1.177
12 H 2.840 -1.271 -1.057
13 H 2.353 -1.608 0.639
14 H -2.205 0.172 -1.978
15 C 2.460 -0.840 -0.135
16 H -0.369 1.896 -0.273

The HOMO-LUMO gap is 9.620 eV. Its SMILES is C=COC.C=C.


(11)
C42H41NO4P2W | wB97M-V/def2-TZVPD

Positions of all 91 atoms, in Å:
1 C 3.376 4.165 -1.036
2 H -1.398 1.874 3.603
3 C 0.367 -0.670 7.955
4 H 3.902 2.255 -1.926
5 H -5.394 -1.278 -0.929
6 C -0.405 2.425 1.827
7 C -1.233 0.392 -3.495
8 H 0.433 -2.756 10.687
9 H -1.435 -4.047 -2.152
10 C -1.261 -3.076 -6.638
11 P -0.867 -1.367 -3.005
12 H 0.236 2.442 3.835
13 H 1.653 -0.844 -5.161
14 C 2.859 -0.234 -6.864
15 H 1.272 -1.798 -0.572
16 C 3.579 0.804 -7.471
17 C -3.472 -1.298 -1.887
18 H -0.588 1.606 -0.120
19 H 0.675 6.044 -1.915
20 O 0.042 0.764 6.200
21 H 0.945 0.123 3.843
22 H 2.663 6.110 -0.415
23 O 0.727 0.523 12.765
24 C -2.332 -3.467 -1.924
25 C 0.535 -4.242 -5.501
26 C 3.701 2.036 -6.813
27 C 0.002 0.340 3.328
28 C 2.382 1.187 -4.969
29 C 1.173 4.111 -2.741
30 H 4.303 2.841 -7.238
31 H -2.681 0.738 -0.073
32 H 0.302 4.078 -3.380
33 C -3.458 -4.060 -1.349
34 H 4.060 0.647 -8.428
35 C 0.386 -3.403 -4.401
36 H -1.878 -2.942 -7.522
37 C -1.442 -2.246 -5.532
38 C 3.075 2.249 -5.581
39 C -0.288 1.481 -3.698
40 H 0.432 -2.837 8.178
41 C 1.899 -0.983 -1.009
42 H 4.213 4.165 -0.342
43 C 1.382 5.213 -1.903
44 C 3.195 3.082 -1.904
45 C -0.634 -2.441 -4.415
46 C 0.339 0.541 8.664
47 H -2.194 -1.456 -5.533
48 H 3.112 3.214 -5.067
49 N 0.666 -0.596 12.201
50 O 0.486 -1.401 5.601
51 H -2.312 0.573 -3.579
52 H -5.461 -3.761 -0.609
53 H 1.042 -3.495 -3.532
54 H -2.808 1.278 2.946
55 P 1.524 1.400 -3.354
56 H -3.466 -0.225 -2.109
57 H 0.272 1.473 8.104
58 C 2.494 5.255 -1.063
59 H -0.114 -4.692 -7.509
60 C -2.377 -2.100 -2.264
61 C -4.589 -3.295 -1.059
62 H 2.635 -1.327 -1.758
63 C -0.780 -0.699 2.841
64 C -2.058 -0.630 2.322
65 H 0.339 3.228 1.631
66 H -3.936 0.248 2.029
67 O 0.784 -1.667 12.842
68 C 0.389 0.573 10.052
69 H 1.293 -5.021 -5.490
70 H -0.338 -1.695 2.947
71 C 2.065 3.033 -2.744
72 C 0.431 -1.854 10.087
73 C 0.412 -1.877 8.691
74 H -3.431 -5.117 -1.113
75 H 2.303 -0.294 -0.239
76 H -3.226 2.202 0.704
77 H 2.774 -1.203 -7.354
78 C -2.884 0.573 2.105
79 H -0.165 0.880 5.254
80 C 0.458 -0.629 10.786
81 H -2.564 -1.605 2.267
82 C -4.570 -1.908 -1.268
83 H -0.636 2.463 -4.017
84 C -2.504 1.363 0.818
85 C -0.278 -4.071 -6.625
86 C 2.246 -0.046 -5.628
87 C -0.377 1.769 3.218
88 C -1.116 1.867 0.844
89 H 0.367 1.527 10.559
90 W 0.438 0.048 -1.978
91 C 0.314 -0.548 6.467

The HOMO-LUMO gap (spin up / spin down) is 4.305 / 4.296 eV. As for the net charge: +2. Its spin multiplicity is 3.


(12)
C3H6N2O | wB97M-V/def2-TZVPD

Positions of all 12 atoms, in Å:
1 H 1.041 -1.452 0.582
2 C 1.422 -0.482 0.250
3 H 0.783 0.979 -1.075
4 H -2.596 0.658 0.893
5 N -1.545 -0.747 -1.273
6 H 1.496 0.191 1.107
7 H 2.403 -0.620 -0.209
8 N 0.483 0.060 -0.745
9 H -0.090 -0.674 -1.581
10 C -1.508 0.769 0.727
11 O -0.803 1.463 1.427
12 C -0.995 -0.004 -0.431

The HOMO-LUMO gap is 8.894 eV.